{
  "formula": "C17H18Cl2FN3O2S",
  "method": "ωB97M-V/def2-TZVPD",
  "species": ["C", "C", "H", "C", "H", "H", "C", "C", "Cl", "O", "C", "H", "N", "N", "C", "C", "C", "H", "F", "O", "H", "H", "C", "H", "C", "H", "C", "N", "H", "H", "Cl", "C", "C", "H", "C", "H", "H", "H", "H", "S", "C", "C", "H", "H"],
  "positions_angstrom": [[0.24847, -2.29157, 1.79479], [3.27987, -1.39828, 4.63879], [2.80138, -2.99785, 1.66967], [-1.45883, -0.20728, -4.51783], [0.28962, 0.42499, 2.31140], [-1.84385, -2.76010, 0.16816], [1.95443, -1.07054, 4.93486], [-0.55737, 0.77739, -3.88257], [4.54994, -0.97142, 5.76885], [-3.39223, 1.25775, -2.36134], [-0.65765, -1.35349, 1.34746], [-2.81028, -1.56910, 0.99084], [0.66339, 1.19283, -4.35579], [-1.74152, 0.58059, -0.39379], [-1.87568, -0.83858, -0.77485], [1.26416, -2.01617, 2.78085], [0.34910, 2.46859, -2.70123], [-1.51595, 0.29286, 2.28959], [0.24098, -3.52294, 1.26476], [-2.28165, 3.02509, -1.11355], [-2.80014, -1.04950, -1.29736], [1.05370, 0.88312, -5.22529], [-0.76681, 1.57100, -2.80820], [-0.32439, 4.36786, -2.03165], [-1.84507, -1.69126, 0.47140], [-1.08289, -1.24115, -4.41011], [-0.59599, 0.10995, 1.71866], [1.19577, 2.19323, -3.64357], [0.33020, 0.90250, -0.07842], [-2.46404, -0.23221, -4.05740], [1.53700, -0.37633, 6.51897], [0.99078, -1.35649, 3.98931], [0.52293, 3.65941, -1.88159], [1.39025, 4.21314, -2.21754], [2.58288, -2.40412, 2.54514], [-0.02280, -1.08125, 4.28159], [-0.67329, 2.05455, 0.77404], [-1.51563, 0.00482, -5.55917], [4.62011, -2.40122, 3.16903], [-2.16463, 1.70219, -1.70240], [3.59837, -2.06312, 3.42402], [-0.61819, 0.98597, 0.45195], [-1.09647, -1.17678, -1.46625], [0.64204, 3.40292, -0.82426]],
  "mulliken_charge": [0.166, 0.462, 0.436, -1.488, 0.375, 0.364, -0.127, -0.379, -0.192, -0.698, 0.269, 0.362, 0.322, 0.053, -0.512, 0.483, 0.381, 0.251, -0.336, -0.676, 0.390, 0.212, 0.996, 0.257, -1.198, 0.306, -0.402, -0.962, 0.438, 0.268, -0.191, -0.365, -1.066, 0.426, -0.466, 0.458, 0.345, 0.499, 0.355, 1.217, -0.676, -0.836, 0.312, 0.170],
  "homo_ev": -8.7915,
  "total_charge": 0,
  "homo_lumo_gap_ev": 8.9
}